Record 1
Entry from the Open Molecules 2025 dataset: C14H52MnN24O14 as an isolated structure (ωB97M-V/def2-TZVPD).

Summary:
energy relative to the best compared isomer or geometry (same formula, charge and spin) = 1620.57 kJ/mol
LUMO energy (spin up / spin down) = -2.8 / -2.5 eV
frontier orbital gap (spin up / spin down) = 4.95 / 4.67 eV

ORCA input file:
```
! wB97M-V def2-TZVPD RIJCOSX def2/J DEFGRID3
* xyz 0 6
N -5.27 -4.33 0.42
H 4.14 -1.93 2.09
O 2.17 -3.94 -4.44
H -5.39 2.59 -3.21
Mn 1.85 2.50 0.42
N -7.35 1.06 -0.78
H -0.89 -0.89 0.84
H 2.61 -5.78 5.82
H 6.04 5.78 3.56
N 2.96 -5.96 -4.12
H -8.17 0.87 -1.34
H 4.78 -0.40 3.64
N -3.26 4.74 1.71
H 1.64 1.63 5.55
C 0.72 0.56 6.62
H -2.43 6.85 1.10
H 6.35 -0.30 4.33
N 3.17 7.77 -1.40
H -6.06 -3.70 0.43
H 0.71 -4.79 3.62
H -0.69 -5.55 -5.44
H 2.56 7.17 -3.45
H 0.05 2.05 -6.66
O 7.09 -2.27 3.05
H 5.06 2.92 5.27
H 2.74 2.09 -4.66
H -1.42 -0.32 -1.42
H -1.11 -5.00 -3.59
H 3.81 2.10 -6.09
N -1.70 6.15 1.01
N -4.52 2.97 -3.56
C 0.01 -0.84 0.23
H 3.97 -5.07 -2.19
N 1.73 -6.16 6.14
C -1.98 4.92 1.37
O -4.51 -6.54 0.50
C -0.38 -0.20 -1.10
H -4.02 5.38 1.54
H 4.44 5.50 2.79
C 4.78 4.16 3.79
N 0.78 2.32 -6.02
H 0.67 2.29 -5.02
O -7.63 -0.46 0.89
N 5.01 -2.38 2.35
H 2.84 8.42 -2.09
N 3.24 -4.48 -2.56
C -4.47 4.31 -3.62
O 2.52 5.78 -0.78
H -1.42 -6.77 -6.39
C 6.01 -1.79 2.97
H -0.37 -0.73 5.61
H -3.63 3.80 1.65
N 1.27 -5.09 4.40
H -5.33 1.37 0.07
H 3.52 -6.68 -3.69
N -5.81 0.63 0.58
H 1.04 -0.07 4.78
H -0.71 6.37 1.00
N 5.40 3.78 4.86
C -2.07 -6.51 -4.62
C 0.78 -5.82 5.37
N 1.78 1.22 6.47
C 2.92 -4.68 -3.80
N 2.24 6.44 -2.83
H -4.50 -4.01 1.00
O -2.80 -7.46 -4.62
H 5.15 -3.37 2.23
H 1.48 -6.66 6.98
C -7.05 0.39 0.29
H 6.25 4.21 5.19
N -3.29 4.68 -4.02
H 2.04 1.79 7.26
N 2.93 2.26 -5.64
H 3.02 -3.62 -2.08
N 5.29 5.19 3.24
N -1.80 -5.74 -3.54
O -5.25 5.05 -3.06
H -0.15 -1.04 -1.75
N 0.45 -0.14 5.60
N -6.59 -5.97 -0.12
H -5.45 0.18 1.40
N -1.52 -6.08 -5.66
O -1.15 4.09 1.52
H 0.20 -1.90 0.11
H -3.11 5.66 -3.86
H -7.06 2.03 -0.84
H -6.90 -6.93 -0.20
H 1.89 5.58 -3.24
C 2.63 6.56 -1.64
O 3.73 3.61 3.27
C -5.36 -5.69 0.20
H -2.49 4.07 -4.12
C 1.93 2.11 -6.48
O 1.06 -0.27 1.07
H 2.54 -6.19 -5.01
H -3.68 2.45 -3.36
N 5.72 -0.77 3.69
O 0.18 1.07 -1.55
O 2.12 1.88 -7.67
H -2.04 -6.19 -2.67
H -7.17 -5.20 -0.43
O -0.37 -6.27 5.63
H 2.21 -4.73 4.35
H 4.12 7.73 -1.04
O -0.02 0.64 7.59
*
```


Record 2
Entry from the Open Molecules 2025 dataset: C32H50N7OP2V as an isolated structure (ωB97M-V/def2-TZVPD).

Summary:
LUMO energy (spin up / spin down) = -11.7 / -11.5 eV
frontier orbital gap (spin up / spin down) = 3.98 / 3.79 eV

ORCA input file:
```
! wB97M-V def2-TZVPD RIJCOSX def2/J DEFGRID3
* xyz 3 2
C -0.83 -1.16 1.95
C -1.83 -1.63 -1.73
H 0.80 3.30 -1.64
C 4.46 0.28 -2.39
H 4.23 -0.94 3.53
C 3.45 -1.44 1.59
C -5.49 -1.78 0.26
H -2.82 -2.75 -3.27
H -4.98 1.25 -1.04
H -1.12 1.50 5.84
H 0.67 4.76 -3.69
H -2.57 -3.17 1.51
N -0.63 2.27 5.40
O -0.94 -1.93 2.85
N -0.69 -1.36 -1.06
H 5.97 0.07 0.72
C -1.86 -2.55 -2.78
C 4.12 1.85 -0.45
N -0.69 1.06 3.39
V -0.71 0.06 0.52
H -6.15 -2.51 0.75
C 1.12 1.50 -2.79
C 1.63 -0.71 -1.59
H 4.54 -0.76 -2.72
C 4.33 -2.66 1.26
H 3.24 2.23 -0.98
H 2.41 -2.45 3.19
H 3.37 0.40 2.75
C -3.44 -3.09 0.86
P -3.03 -0.38 0.43
H -2.86 3.33 0.31
H 1.47 -3.18 -2.87
H -3.94 -1.26 -1.70
H -2.78 1.41 2.72
H 5.34 0.82 -2.75
H 4.47 -3.25 2.18
H -2.52 2.21 -1.03
C -4.17 -1.74 1.05
C -3.62 1.37 0.68
H -5.80 1.11 0.55
N 0.02 1.82 4.26
C -0.68 -3.17 -3.17
C -4.47 -1.53 2.54
C 5.83 -0.04 -0.36
C 1.12 1.74 -5.20
C -3.03 -0.76 -1.38
H 6.05 -1.09 -0.64
H 3.84 -3.29 0.51
C 0.52 -2.76 -2.57
H 3.58 0.75 -2.87
H 0.03 2.75 5.99
C 0.89 2.88 -2.65
N 0.94 2.62 3.66
C -3.71 1.67 2.19
C -2.57 2.30 0.07
H -4.55 1.15 2.68
H -1.55 2.14 0.49
H -6.01 -0.82 0.26
C 0.81 3.68 -3.79
C 1.22 0.93 -4.07
C 4.43 0.39 -0.85
H 3.95 1.95 0.63
H 5.03 -0.01 2.25
H -0.68 -3.93 -3.95
H 5.32 -2.37 0.88
C -4.98 1.59 0.00
C 0.50 -1.71 -1.65
H 1.51 2.59 1.61
H -5.36 -2.11 -0.77
H -2.99 0.21 -1.93
H -5.01 -2.41 2.91
H 6.57 0.60 -0.86
H 0.78 3.73 -5.96
H -5.18 2.67 0.00
H -3.87 2.75 2.31
H -5.12 -0.66 2.71
H -3.55 -1.43 3.13
H 1.35 -0.14 -4.18
N -0.06 1.25 2.21
C 1.10 0.63 -1.58
C 4.07 -0.43 2.57
H 4.98 2.49 -0.73
N 0.43 1.00 -0.54
H 1.21 1.28 -6.19
C 0.89 3.11 -5.06
C 2.16 -1.91 2.26
H 1.53 -1.06 2.54
H -4.14 -3.89 1.13
H 1.57 -2.58 1.63
H -3.13 -3.25 -0.18
H 2.32 -0.94 -2.40
P 3.08 -0.68 -0.09
C 0.88 2.19 2.40
*
```


Record 3
Entry from the Open Molecules 2025 dataset: one molecule with the formula C5H7N3 (ωB97M-V/def2-TZVPD).

Summary:
energy relative to the best compared isomer or geometry (same formula, charge and spin) = 293.90 kJ/mol
structure (SMILES) = c1cn2c(n1)CCN2
LUMO energy = 0.8 eV
frontier orbital gap = 9.23 eV

ORCA input file:
```
! wB97M-V def2-TZVPD RIJCOSX def2/J DEFGRID3
* xyz 0 1
H -1.45 -2.15 -0.21
C 1.68 1.05 0.14
N -0.91 1.15 0.29
C -0.95 -1.16 0.24
H -1.13 1.98 -0.33
C -1.76 0.02 -0.18
N 0.36 0.66 -0.03
H 3.55 -0.23 0.00
H -2.89 -0.03 0.25
H 1.92 2.13 -0.11
C 2.42 -0.13 0.03
N 1.63 -1.19 -0.03
C 0.38 -0.76 -0.14
H -1.04 -1.36 1.39
H -1.81 0.01 -1.31
*
```